# 1
{"formula": "C48H68O28S6", "method": "ωB97M-V/def2-TZVPD", "orbital_gap_ev": 8.393, "homo_ev": -9.9, "elements": ["C", "C", "C", "O", "C", "C", "C", "O", "H", "H", "H", "H", "C", "C", "C", "O", "C", "C", "C", "O", "H", "H", "H", "H", "C", "C", "C", "O", "C", "C", "C", "O", "H", "H", "H", "H", "C", "C", "C", "O", "C", "C", "C", "O", "H", "H", "H", "H", "C", "C", "C", "O", "C", "C", "C", "O", "H", "H", "H", "H", "O", "S", "O", "O", "C", "C", "C", "H", "H", "H", "H", "H", "H", "H", "H", "O", "S", "O", "O", "C", "C", "C", "H", "H", "H", "H", "H", "H", "H", "H", "O", "S", "O", "O", "C", "C", "C", "H", "H", "H", "H", "H", "H", "H", "H", "O", "S", "O", "O", "C", "C", "C", "H", "H", "H", "H", "H", "H", "H", "H", "O", "S", "O", "O", "C", "C", "C", "H", "H", "H", "H", "H", "H", "H", "H", "O", "S", "O", "O", "C", "C", "C", "H", "H", "H", "H", "H", "H", "H", "H"], "xyz": [[0.94974, -2.41265, -3.15297], [0.70283, -2.79175, -1.91205], [-0.68570, -2.77181, -1.33178], [-0.83088, -3.23472, -0.23138], [-1.76089, -2.15935, -2.18726], [-1.50664, -1.87383, -3.49329], [-0.18261, -1.94555, -4.03817], [0.02184, -1.55798, -5.17942], [1.87521, -2.50784, -3.69056], [1.46774, -3.31502, -1.34760], [-2.78433, -2.17886, -1.77478], [-2.33783, -1.66545, -4.15703], [4.05783, 1.01067, 1.38001], [3.58349, 1.69351, 0.34603], [3.81221, 1.28509, -1.04545], [3.30661, 1.84478, -1.99169], [4.70016, 0.15305, -1.27306], [5.32393, -0.47865, -0.26943], [4.95603, -0.09298, 1.11028], [5.48976, -0.64940, 2.06176], [3.81008, 1.04184, 2.40700], [2.94738, 2.56679, 0.41713], [4.85973, -0.19521, -2.24446], [5.99772, -1.36389, -0.45703], [-0.68021, 7.61894, -5.30658], [0.60748, 7.77023, -4.94988], [1.20286, 7.13321, -3.74125], [2.35477, 7.29203, -3.44117], [0.23001, 6.41029, -2.80522], [-1.01457, 6.30327, -3.17539], [-1.54743, 6.73521, -4.44887], [-2.63752, 6.30705, -4.80210], [-1.04690, 7.89329, -6.26240], [1.29050, 8.31891, -5.58674], [0.64622, 5.99787, -1.87185], [-1.74428, 5.84631, -2.49427], [1.58101, 2.67796, -5.47341], [1.86092, 1.45520, -4.95017], [3.31032, 1.23837, -4.60063], [3.74527, 0.15303, -4.24542], [4.21828, 2.48516, -4.68205], [3.84453, 3.64936, -5.14713], [2.47922, 3.81582, -5.65938], [2.03737, 4.86838, -6.08670], [0.56189, 2.90572, -5.75645], [1.16554, 0.59962, -4.78382], [5.24601, 2.34674, -4.25467], [4.45162, 4.50839, -4.98744], [-2.23762, 0.84638, -0.24986], [-1.07439, 0.27792, -0.01091], [0.21170, 0.82043, -0.55488], [1.29262, 0.29018, -0.30803], [0.24427, 2.01680, -1.42131], [-0.92432, 2.53443, -1.68968], [-2.25867, 2.07575, -1.09764], [-3.24276, 2.71886, -1.24133], [-3.15715, 0.38057, -0.01032], [-0.98332, -0.68911, 0.49380], [1.25658, 2.37933, -1.80725], [-1.07242, 3.39301, -2.37591], [-4.54163, -0.71217, 3.70578], [-3.44064, -1.54717, 3.33840], [-2.33370, -1.03532, 2.54693], [-2.98607, -2.22529, 4.68301], [-1.79162, -3.08012, 4.69987], [-1.68496, -3.74900, 6.06795], [-4.19313, -2.82302, 2.38681], [-0.93549, -2.51692, 4.34732], [-1.96072, -3.88234, 3.87655], [-1.00031, -4.51138, 5.90625], [-2.69300, -4.26818, 6.22649], [-1.43961, -3.04549, 6.96146], [-3.41506, -3.34532, 1.80784], [-4.93005, -2.41033, 1.72929], [-4.65512, -3.52615, 3.03801], [0.61892, 3.54843, 4.03082], [0.38824, 3.78178, 2.61666], [1.46012, 3.59926, 1.66563], [-0.67956, 2.81747, 2.07987], [-1.82358, 2.25276, 2.89831], [-2.85107, 3.30795, 3.19847], [-0.27184, 5.43392, 2.35111], [-1.35579, 1.90795, 3.85363], [-2.18120, 1.45530, 2.27384], [-2.51514, 3.92842, 4.08483], [-3.77156, 2.84536, 3.61728], [-3.07214, 3.99703, 2.34446], [0.16802, 6.16054, 3.05446], [-1.32654, 5.32874, 2.51478], [0.03963, 5.82768, 1.34730], [-4.32225, -7.07693, 1.55187], [-3.69863, -6.47033, 0.40562], [-4.41219, -5.60209, -0.46867], [-2.38507, -5.74749, 0.87775], [-1.64733, -6.20363, 1.98559], [-0.30256, -5.47040, 2.06000], [-3.09570, -7.78584, -0.58747], [-1.34600, -7.28837, 2.01420], [-2.28711, -6.13402, 2.86527], [0.20953, -5.87837, 2.89629], [-0.48112, -4.42484, 2.18531], [0.26185, -5.58101, 1.10158], [-3.91736, -8.32760, -1.00920], [-2.44451, -8.41877, 0.02520], [-2.49622, -7.40701, -1.42897], [3.55314, -4.91022, 5.72079], [3.58904, -5.09402, 4.29396], [3.06451, -6.28522, 3.73637], [2.94365, -3.78438, 3.68603], [2.65727, -3.71062, 2.22286], [1.95647, -2.33944, 1.90449], [5.24756, -4.99999, 3.75367], [2.08701, -4.57539, 1.96079], [3.66502, -3.72897, 1.81264], [2.09134, -1.56863, 2.70811], [0.89117, -2.51448, 1.72450], [2.42075, -1.85804, 1.00763], [5.35571, -5.08918, 2.65605], [5.81081, -5.84976, 4.18272], [5.74943, -4.04542, 4.07290], [0.64515, -1.03667, 6.46522], [0.50164, -0.09636, 5.41023], [-0.33545, -0.39448, 4.30529], [-0.05293, 1.20926, 6.05938], [-1.20514, 1.01861, 7.01776], [-2.48109, 0.85369, 6.28606], [2.02607, 0.48977, 4.85049], [-1.09980, 2.02080, 7.55232], [-0.93220, 0.31599, 7.73273], [-2.52871, 1.79932, 5.72660], [-3.38395, 0.81011, 7.00212], [-2.36345, 0.06225, 5.64954], [2.70459, -0.31627, 4.86372], [2.40300, 1.18453, 5.71116], [1.89623, 1.04278, 3.91064], [-3.29014, 1.04946, -6.15064], [-2.17726, 1.57156, -5.47732], [-1.64964, 0.87046, -4.35229], [-0.94792, 1.78770, -6.49213], [-1.28541, 1.54136, -7.90405], [-0.27339, 0.51066, -8.38914], [-2.53380, 3.22845, -4.93003], [-1.06227, 2.53240, -8.36737], [-2.35063, 1.40138, -8.05749], [-0.12901, 0.59083, -9.47516], [-0.42211, -0.52494, -8.03501], [0.59384, 0.84570, -7.84304], [-2.99157, 3.72596, -5.77954], [-1.59358, 3.64772, -4.56696], [-3.21549, 3.13838, -4.05289]]}



# 2
{"formula": "C48H69N17O7", "method": "ωB97M-V/def2-TZVPD", "orbital_gap_ev": 9.511, "homo_ev": -10.2, "elements": ["C", "C", "O", "C", "O", "C", "C", "C", "C", "C", "C", "C", "O", "C", "C", "O", "C", "O", "O", "C", "O", "H", "H", "H", "H", "H", "H", "H", "H", "H", "H", "H", "H", "H", "H", "H", "H", "H", "H", "C", "C", "N", "H", "H", "H", "C", "C", "N", "H", "H", "H", "C", "C", "N", "H", "H", "H", "C", "C", "N", "H", "H", "H", "C", "C", "N", "H", "H", "H", "C", "C", "N", "H", "H", "H", "C", "C", "N", "H", "H", "H", "C", "C", "N", "H", "H", "H", "C", "C", "N", "H", "H", "H", "C", "C", "N", "H", "H", "H", "C", "C", "N", "H", "H", "H", "C", "C", "N", "H", "H", "H", "C", "C", "N", "H", "H", "H", "C", "C", "N", "H", "H", "H", "C", "C", "N", "H", "H", "H", "C", "C", "N", "H", "H", "H", "C", "C", "N", "H", "H", "H"], "xyz": [[5.10469, -0.44592, 0.73408], [5.38733, 0.36945, -0.52774], [5.08141, -0.42047, -1.72455], [4.07131, 0.06579, -2.47115], [4.11404, 1.14752, -2.97465], [2.90410, -0.86415, -2.67949], [2.35268, -1.54289, -1.40859], [1.45651, -2.73739, -1.83461], [0.29962, -2.97555, -0.91350], [-1.00730, -2.75612, -1.13333], [-1.70277, -2.21481, -2.34737], [-2.79266, -1.18431, -2.00565], [-2.34644, -0.27113, -0.99426], [-1.52065, 0.73153, -1.39643], [-0.92740, 1.47849, -0.23018], [-1.30567, 0.96519, -2.54876], [-1.73256, -3.18748, 0.09591], [-2.88063, -3.26072, 0.30949], [-0.81426, -3.58097, 1.05070], [0.44497, -3.51783, 0.46678], [1.40589, -3.87901, 1.03890], [5.79451, -0.19021, 1.54356], [4.06982, -0.27930, 1.05366], [5.21650, -1.50707, 0.48757], [4.76208, 1.26629, -0.55063], [6.43555, 0.67161, -0.58844], [2.11086, -0.31655, -3.20591], [3.22713, -1.67706, -3.35166], [3.20919, -1.93816, -0.84982], [1.80260, -0.82832, -0.78545], [1.05175, -2.54526, -2.83316], [2.07056, -3.64751, -1.85939], [-0.96849, -1.73360, -3.00671], [-2.16965, -3.02346, -2.93118], [-3.66467, -1.69488, -1.58219], [-3.11909, -0.67027, -2.91256], [-0.09968, 0.91628, 0.21475], [-1.68753, 1.67941, 0.53290], [-0.54731, 2.43524, -0.59232], [4.56683, -5.42092, 1.69741], [5.50290, -4.30690, 1.60409], [6.21958, -3.41503, 1.53229], [4.95287, -6.26491, 1.13147], [4.43876, -5.70784, 2.74032], [3.60458, -5.13386, 1.28270], [6.25796, 4.35938, -1.06334], [5.95576, 3.62546, 0.15736], [5.71563, 3.03356, 1.11106], [6.27997, 5.42737, -0.85666], [7.22922, 4.05896, -1.44621], [5.49770, 4.15735, -1.81705], [-4.72797, -0.83743, 1.57293], [-5.78323, -0.01168, 1.00250], [-6.62380, 0.62490, 0.55226], [-4.47221, -0.49295, 2.57372], [-5.05521, -1.87407, 1.62445], [-3.84567, -0.77650, 0.93669], [-8.20845, 2.86873, 2.41367], [-8.55412, 3.91472, 3.37138], [-8.81048, 4.75495, 4.10941], [-7.17618, 2.55845, 2.55706], [-8.86303, 2.00997, 2.54906], [-8.31802, 3.24052, 1.39720], [-1.91624, -6.73651, 0.95368], [-1.62510, -7.17658, -0.40596], [-1.39636, -7.51012, -1.47841], [-1.01806, -6.80747, 1.56517], [-2.25690, -5.70379, 0.93671], [-2.69659, -7.35830, 1.38890], [3.90237, 4.24015, -5.03395], [3.78286, 5.42047, -4.18594], [3.69668, 6.35478, -3.52586], [4.91854, 3.85230, -4.98461], [3.21270, 3.46560, -4.70119], [3.67394, 4.51287, -6.06465], [-0.91988, -3.58959, 4.45925], [-1.99160, -3.19832, 5.37017], [-2.82806, -2.88518, 6.09006], [-1.33450, -3.80928, 3.47778], [-0.19863, -2.77947, 4.36549], [-0.40696, -4.47113, 4.84029], [-7.11254, 6.63125, 1.35267], [-6.05189, 5.62908, 1.37177], [-5.23466, 4.82549, 1.40843], [-6.68297, 7.62227, 1.21809], [-7.79925, 6.42678, 0.53298], [-7.66004, 6.59955, 2.29409], [0.50779, 6.71981, -6.51836], [1.57646, 6.36372, -7.44602], [2.43025, 6.07039, -8.15325], [0.74839, 6.35269, -5.52188], [0.39943, 7.80198, -6.47965], [-0.43025, 6.27661, -6.84724], [2.98666, 0.56647, -6.40643], [1.63654, 0.10651, -6.09963], [0.58266, -0.27547, -5.85782], [2.99440, 1.11965, -7.34415], [3.34611, 1.20756, -5.60207], [3.65238, -0.29035, -6.49522], [0.42873, -3.07758, 8.33840], [1.52726, -3.38755, 7.43227], [2.37430, -3.63144, 6.69821], [0.63251, -3.48837, 9.32623], [0.30788, -1.99963, 8.41786], [-0.49192, -3.51674, 7.95471], [0.96597, 0.80543, 11.20662], [1.24881, 0.30462, 9.86611], [1.47126, -0.08468, 8.81073], [1.86076, 0.73583, 11.82224], [0.64986, 1.84535, 11.15162], [0.17229, 0.21545, 11.66137], [10.17024, 4.81805, 1.15398], [9.67937, 5.17413, -0.17300], [9.29300, 5.44501, -1.21834], [9.33653, 4.75778, 1.85151], [10.67003, 3.85212, 1.11383], [10.87489, 5.57159, 1.50057], [-7.79615, -1.56498, -2.36767], [-6.53566, -1.68189, -3.09349], [-5.53758, -1.77372, -3.65191], [-7.68851, -2.01280, -1.38140], [-8.05758, -0.51562, -2.24676], [-8.59412, -2.07176, -2.90558], [-10.14052, 0.58754, -5.60834], [-10.54336, -0.35276, -4.56815], [-10.85956, -1.09418, -3.75265], [-10.31124, 1.60757, -5.26945], [-9.08303, 0.45790, -5.83256], [-10.72123, 0.40880, -6.51121], [2.37032, 5.07924, 2.47007], [1.21121, 4.51658, 1.78764], [0.29589, 4.08548, 1.24885], [3.00335, 5.59555, 1.75086], [2.04106, 5.78683, 3.22897], [2.94344, 4.28321, 2.94113], [1.26826, -8.79692, -0.59649], [2.18311, -7.66169, -0.63038], [2.90819, -6.77374, -0.65759], [1.69138, -9.62415, -1.16330], [1.11039, -9.11310, 0.43296], [0.31274, -8.51384, -1.03403]]}